The following is a quantum chemistry calculation of an isolated molecule of C14H9BrN4OS, from OMol25.

Values from the calculation:
E (a.u.): -3805.37606
E_HOMO (eV): -8.13
M (g mol⁻¹): 361.2
SMILES: Brc1c(CSc2nc3ccccc3o2)nc2ncccn12
Kohn-Sham gap (eV): 8.168

The geometry in ORCA input format:
```
! wB97M-V def2-TZVPD RIJCOSX def2/J DEFGRID3
* xyz 0 1
Br 0.79 3.21 1.97
C 0.35 2.26 0.42
C -0.31 1.05 0.26
N -0.42 0.76 -1.05
C 0.13 1.74 -1.72
N 0.25 1.88 -3.02
C 0.85 2.96 -3.48
C 1.36 3.97 -2.64
C 1.24 3.83 -1.29
N 0.63 2.73 -0.82
H 1.61 4.55 -0.57
H 1.84 4.84 -3.07
H 0.92 3.03 -4.55
C -0.79 0.15 1.32
H -0.92 0.68 2.27
H -1.69 -0.38 1.02
S 0.47 -1.16 1.64
C -0.25 -2.43 0.72
N -1.46 -2.45 0.25
C -1.56 -3.67 -0.38
C -2.61 -4.27 -1.07
C -2.39 -5.53 -1.58
C -1.17 -6.19 -1.42
C -0.11 -5.61 -0.74
C -0.33 -4.35 -0.22
O 0.50 -3.53 0.49
H 0.83 -6.12 -0.61
H -1.04 -7.17 -1.84
H -3.18 -6.02 -2.13
H -3.55 -3.75 -1.19
*
```